No. 1
{
  "formula": "C11H34AgN10O10",
  "method": "the ωB97M-V functional and the def2-TZVPD basis",
  "e_tot_ha": -1886.62921,
  "homo_energy_ev": [-9.1, -9.1],
  "s_squared": 0.7589,
  "lumo_energy_ha": [-0.0234, -0.1464],
  "multiplicity": 2,
  "species": ["O", "N", "H", "H", "O", "N", "C", "H", "O", "O", "O", "O", "H", "O", "H", "H", "H", "O", "H", "H", "H", "H", "H", "H", "H", "H", "H", "C", "C", "N", "C", "C", "O", "N", "N", "C", "H", "H", "H", "H", "H", "C", "N", "C", "H", "H", "N", "O", "H", "H", "H", "N", "C", "C", "H", "Ag", "H", "H", "N", "H", "H", "N", "H", "H", "C", "H"],
  "xyz": [[-1.32, 1.53, 3.69], [1.18, 3.32, 1.25], [3.17, -1.61, 4.94], [-4.51, -2.07, -1.68], [-1.36, -0.43, 0.03], [1.41, 3.28, -1.04], [2.25, -1.36, 2.98], [-1.64, -2.53, 0.04], [-0.07, 0.74, 1.23], [5.20, -0.94, -0.71], [-0.14, -5.17, -0.83], [1.38, -0.28, 3.35], [0.68, 0.27, -5.23], [-4.15, -0.36, 0.88], [0.27, -3.47, -2.65], [4.09, -2.26, 3.56], [-1.22, 4.70, 3.47], [0.58, 0.19, -0.82], [0.58, -1.48, -4.90], [-3.10, -1.20, -1.06], [1.19, 3.77, 2.14], [4.33, 0.99, 0.80], [-2.16, -0.97, -5.51], [1.88, 3.64, -1.84], [-1.34, -3.96, 0.97], [0.73, 2.42, 5.04], [-2.84, 0.41, -4.67], [-4.69, -1.17, 0.10], [1.73, 3.88, 0.13], [-0.30, -3.15, -1.88], [0.53, -0.48, -4.46], [-0.87, -0.20, -3.91], [2.50, 4.84, 0.18], [2.98, -1.03, -1.27], [0.09, 3.08, 4.62], [-0.56, -4.01, -0.86], [-6.28, -2.23, -0.49], [1.26, -0.38, -3.66], [3.14, -1.69, -2.01], [2.75, 0.84, 0.22], [-1.17, -1.00, -3.24], [-0.23, 0.15, 0.13], [-1.39, -3.50, 0.08], [-0.97, 2.70, 3.88], [4.14, -0.60, 3.82], [0.96, 2.39, -1.04], [-1.66, 3.80, 3.45], [-0.79, 1.04, -3.18], [1.74, -2.33, 3.01], [-6.59, -1.37, 0.96], [2.05, -0.65, -1.06], [-3.99, -1.66, -0.93], [3.45, -1.44, 3.90], [4.03, -0.54, -0.60], [0.33, 4.04, 4.75], [-2.33, 0.61, 1.83], [0.87, -0.07, 2.55], [-0.32, 0.78, -2.37], [-5.96, -1.59, 0.22], [-0.40, -2.19, -1.61], [-1.54, 0.60, -5.83], [3.70, 0.52, 0.18], [0.63, 2.48, 1.10], [-2.49, 3.65, 2.92], [-1.91, -0.03, -5.02], [2.49, -1.25, 1.92]]
}

---

No. 2
{
  "formula": "C34H26ClN2O4",
  "method": "the ωB97M-V functional and the def2-TZVPD basis",
  "e_tot_ha": -2181.49379,
  "charge": 1,
  "homo_energy_ev": -10.8,
  "lumo_energy_ha": -0.1429,
  "species": ["C", "H", "H", "C", "H", "H", "C", "C", "C", "C", "H", "C", "C", "C", "H", "H", "C", "H", "N", "C", "N", "O", "C", "H", "C", "C", "C", "C", "C", "H", "Cl", "H", "H", "H", "H", "C", "O", "H", "C", "H", "H", "C", "C", "C", "H", "O", "H", "H", "H", "C", "C", "H", "H", "C", "C", "C", "C", "H", "C", "C", "C", "C", "H", "O", "C", "C", "H"],
  "xyz": [[-6.89, -1.30, -1.71], [0.61, 3.42, -4.62], [-1.42, 1.49, 2.92], [3.49, 1.80, -3.83], [5.84, -3.06, 1.22], [-2.34, -0.43, -2.20], [-6.16, -5.31, -0.42], [-7.46, -4.82, -0.48], [0.01, 1.36, 1.32], [-0.27, 2.88, -2.13], [5.92, 2.50, 3.80], [-4.92, 1.66, -2.96], [-5.32, -3.15, -1.15], [-5.75, -0.45, -2.10], [4.07, -1.18, 3.99], [5.02, -3.10, 3.02], [2.56, 2.51, -4.58], [8.41, -0.24, 6.72], [6.57, -0.73, 5.24], [-0.57, 2.51, -0.73], [6.34, 1.74, 4.37], [2.40, 0.63, 0.05], [-6.63, -2.68, -1.24], [3.91, 0.85, -1.94], [5.78, -2.59, 2.29], [-3.61, 1.20, -2.81], [-7.70, -3.51, -0.89], [5.89, 0.29, 4.35], [-1.77, 2.94, -0.14], [4.78, -0.77, 1.13], [7.16, -0.18, 1.80], [-2.99, 2.92, 1.63], [-5.10, 2.65, -3.36], [-8.30, -5.47, -0.22], [6.40, -1.76, 5.35], [0.32, 1.73, 0.00], [-8.04, -0.88, -1.78], [8.10, 2.67, 5.63], [7.47, 1.71, 5.38], [-5.97, -6.33, -0.11], [-8.72, -3.14, -0.95], [1.02, 2.48, -2.71], [-5.99, 0.84, -2.60], [-4.18, -2.28, -1.47], [4.46, 1.54, -4.25], [-1.09, 3.51, -2.79], [0.71, 0.74, 1.89], [-7.01, 1.20, -2.72], [3.89, 0.48, 3.09], [-4.44, -0.91, -1.96], [1.94, 1.75, -1.97], [-2.47, 3.55, -0.70], [6.87, -2.64, 2.76], [4.69, -0.35, 3.39], [3.18, 1.41, -2.52], [5.47, -0.97, 2.07], [1.33, 2.86, -4.03], [-4.07, -4.86, -0.69], [-3.37, -0.08, -2.31], [1.61, 1.32, -0.59], [-1.18, 1.78, 1.90], [7.62, 0.16, 5.94], [2.80, 2.81, -5.60], [-3.03, -2.68, -1.34], [-5.08, -4.47, -0.74], [-2.07, 2.58, 1.18], [-2.77, 1.85, -3.08]]
}

---

No. 3
{
  "formula": "C19H14ClN5Yb",
  "method": "the ωB97M-V functional and the def2-TZVPD basis",
  "e_tot_ha": -2624.96362,
  "charge": 1,
  "homo_energy_ev": [-11.4, -11.4],
  "e_above_lowest_kj_mol": 0.0,
  "s_squared": 0.7509,
  "lumo_energy_ha": [-0.1452, -0.1459],
  "multiplicity": 2,
  "species": ["C", "H", "N", "C", "H", "C", "H", "H", "H", "N", "C", "C", "H", "H", "C", "C", "C", "C", "C", "H", "C", "H", "H", "Yb", "Cl", "C", "N", "C", "H", "N", "C", "C", "H", "C", "C", "N", "C", "C", "H", "H"],
  "xyz": [[-2.53, 4.08, -2.14], [-3.91, 2.69, -1.26], [-2.40, 0.99, -0.28], [-1.53, -1.97, 1.40], [3.78, 1.41, -2.47], [-1.17, 4.35, -2.33], [2.69, -3.74, 1.72], [5.88, -1.29, 0.18], [2.58, 2.58, -3.01], [-0.39, -0.31, 0.21], [-2.88, 2.95, -1.46], [-1.88, -3.08, 2.14], [-4.54, -0.47, 0.93], [4.19, 0.37, -0.42], [4.84, -1.49, 0.38], [-3.23, -3.24, 2.44], [2.15, -1.87, 0.86], [-0.26, 3.47, -1.83], [3.89, -0.57, 0.04], [-5.22, -2.46, 2.27], [-4.18, -2.31, 2.01], [-3.28, 4.75, -2.52], [5.13, -3.43, 1.28], [1.19, 0.83, -0.83], [2.91, 2.70, -0.63], [3.08, -2.85, 1.24], [-0.59, 2.33, -1.17], [-2.47, -1.05, 0.97], [0.80, 3.66, -1.95], [0.84, -2.17, 1.18], [-1.76, 0.00, 0.23], [-3.82, -1.20, 1.26], [-3.55, -4.09, 3.02], [2.77, 1.78, -2.29], [4.42, -2.67, 1.00], [2.56, -0.73, 0.25], [-1.90, 2.07, -0.97], [-0.22, -1.50, 0.92], [-1.13, -3.79, 2.47], [-0.83, 5.24, -2.85]]
}

---

No. 4
{
  "formula": "C33H38BrLaN6O6P2S2",
  "method": "the ωB97M-V functional and the def2-TZVPD basis",
  "e_tot_ha": -6145.10520,
  "homo_energy_ev": -7.7,
  "e_above_lowest_kj_mol": 0.0,
  "lumo_energy_ha": -0.0167,
  "species": ["N", "C", "C", "C", "H", "N", "C", "H", "H", "C", "O", "H", "H", "C", "O", "H", "H", "S", "H", "N", "O", "H", "H", "C", "H", "C", "H", "C", "C", "H", "C", "C", "H", "H", "H", "C", "N", "H", "H", "H", "C", "C", "C", "C", "C", "H", "C", "C", "C", "H", "C", "P", "C", "C", "H", "H", "C", "C", "C", "H", "O", "H", "H", "H", "C", "H", "H", "Br", "H", "H", "S", "H", "C", "C", "H", "C", "H", "La", "H", "H", "C", "H", "P", "O", "N", "H", "C", "O", "N"],
  "xyz": [[-3.50, -6.57, 2.76], [3.50, -0.48, 1.41], [-1.60, -5.28, 3.43], [0.49, -0.30, -3.16], [-4.07, -0.38, 0.73], [0.37, -1.25, 0.72], [-0.77, -3.61, 1.71], [-4.32, 2.48, -3.56], [-0.83, -5.01, 4.13], [3.08, 3.04, 1.59], [-5.44, -5.11, 0.32], [5.49, -2.39, 3.37], [3.57, 3.14, 2.58], [-0.56, -1.36, -3.48], [-0.69, 3.10, -1.91], [-2.31, 2.93, -2.01], [-0.32, -0.39, 2.50], [-4.60, -6.31, 0.12], [0.79, -2.42, -0.97], [-4.41, 1.09, -0.66], [-5.30, -7.54, 0.44], [4.73, -2.09, -0.99], [1.49, -0.59, -3.50], [-1.55, -1.69, -2.34], [3.07, -2.64, -0.78], [4.77, -1.59, 3.17], [-5.64, -0.54, -0.14], [1.69, 5.70, -2.02], [4.41, -1.48, 1.82], [-1.19, -1.09, -4.34], [0.48, 5.10, -1.96], [-4.22, 2.11, -2.57], [3.52, -1.71, -2.22], [0.29, 3.06, 2.94], [1.69, 2.96, 3.83], [-0.20, -3.61, 0.45], [-2.50, -5.11, 1.19], [-1.60, 5.48, -2.28], [4.62, 0.81, -2.07], [2.60, 0.73, 4.53], [4.11, -0.85, 4.11], [3.13, 0.11, 3.75], [-3.25, 1.78, -0.56], [-1.62, -4.74, 2.12], [-0.77, -2.42, 2.42], [0.32, 0.72, -3.67], [-0.20, -1.32, 1.89], [1.87, 6.98, -2.49], [3.69, -1.83, -1.15], [5.49, 0.76, -0.54], [-4.91, 0.14, 0.34], [1.86, 1.68, 1.78], [0.34, -2.43, 0.04], [4.51, 0.87, -0.96], [4.19, 1.86, -0.71], [-1.30, -2.42, 3.38], [-0.46, 7.24, -2.64], [-2.58, -6.25, 3.67], [-5.00, 1.24, -1.89], [-1.33, 7.90, -2.83], [-3.71, -6.30, -1.02], [3.84, 2.90, 0.83], [-0.13, -2.30, -3.80], [4.48, -0.99, 5.11], [0.79, 7.77, -2.79], [-5.86, 0.67, -2.24], [0.57, 1.57, 3.81], [3.61, 7.67, -2.92], [-5.42, 0.72, 1.13], [4.79, -2.24, 1.11], [-2.20, 1.76, 0.78], [-2.01, -3.50, -3.05], [2.89, 0.33, 2.41], [1.03, 2.37, 3.25], [0.90, 8.76, -3.27], [-3.40, -6.06, 1.53], [-2.86, -3.05, -1.61], [0.16, 0.78, -0.89], [-0.11, -4.47, -0.15], [2.58, 5.07, -1.84], [0.43, 3.63, -1.69], [-2.74, -6.70, 4.63], [3.16, -0.25, -0.40], [1.44, 3.04, -1.29], [-2.26, -2.81, -2.38], [2.47, 3.90, 1.29], [-0.63, 5.90, -2.27], [-1.67, -0.89, -1.39], [-3.22, 2.48, -1.75]]
}